1.
ORCA calculation (ωB97M-V with the def2-TZVPD basis set) on one molecule with the formula C5H8O2.

Last column: natural (NBO) charge in e.
CARTESIAN COORDINATES (ANGSTROEM)
C: -0.468 -1.791 0.689  -0.61
C: -0.628 -0.622 -0.232  0.25
O: -1.201 -0.987 -1.457  -0.70
C: -0.967 0.730 0.370  -0.46
C: 0.361 0.418 -0.191  -0.16
C: 1.484 1.077 -0.390  0.14
O: 1.460 2.366 0.051  -0.67
H: -1.452 -2.242 0.804  0.22
H: -0.080 -1.487 1.668  0.22
H: 0.223 -2.507 0.239  0.21
H: -0.824 -0.405 -2.127  0.48
H: -1.131 0.801 1.447  0.22
H: -1.624 1.382 -0.206  0.22
H: 2.413 0.739 -0.854  0.18
H: 2.370 2.604 0.200  0.47

The total energy comes out at -345.71262 hartree. Its max |F| is 0.98 eV/Å. The frontier orbital gap comes out at 9.55 eV. The structure (SMILES) is C[C@@]1(O)C/C1=C\O. The energy relative to the best compared isomer or geometry (same formula, charge and spin) is 2.513 eV.

***

2.
ORCA calculation (ωB97M-V with the def2-TZVPD basis set) on a 2-piece molecular cluster, C5H8O2 overall at a distorted geometry.

Last column: natural (NBO) charge in e.
CARTESIAN COORDINATES (ANGSTROEM)
C: 2.656 0.063 0.179  -0.51
C: -2.133 -1.232 0.101  -0.41
C: 1.721 -0.437 -0.613  -0.20
C: -1.163 -0.478 0.602  -0.26
C: -0.461 0.567 -0.083  0.58
O: -0.003 1.585 0.723  -0.71
O: -0.960 0.958 -1.295  -0.71
H: 3.770 -0.130 0.160  0.20
H: 2.492 0.575 1.067  0.21
H: -2.718 -1.876 0.728  0.21
H: -2.654 -0.759 -0.692  0.16
H: 1.372 -1.168 -1.406  0.23
H: -0.618 -0.761 1.592  0.23
H: 0.639 2.277 0.219  0.50
H: -1.942 0.818 -1.281  0.47

The total energy comes out at -345.59122 hartree. Its max |F| is 4.08 eV/Å. The frontier orbital gap (spin up / spin down) comes out at 7.97 / 7.77 eV. The energy relative to the best compared isomer or geometry (same formula, charge and spin) is 5.816 eV.

***

3.
ORCA calculation (ωB97M-V with the def2-TZVPD basis set) on one molecule with the formula C5H8O2.

Last column: natural (NBO) charge in e.
CARTESIAN COORDINATES (ANGSTROEM)
O: 2.011 -1.560 1.114  -0.71
C: 1.688 -1.330 -0.212  0.02
C: 1.122 -0.191 -0.520  -0.02
C: 0.463 0.933 -0.620  -0.21
C: -0.975 1.089 -0.186  -0.46
C: -1.559 -0.163 0.466  -0.06
O: -0.988 -0.458 1.719  -0.72
H: 2.958 -1.686 1.211  0.48
H: 1.825 -2.155 -0.915  0.19
H: 0.970 1.814 -1.010  0.22
H: -1.016 1.900 0.553  0.22
H: -1.594 1.411 -1.034  0.22
H: -2.623 -0.004 0.654  0.18
H: -1.478 -1.018 -0.221  0.16
H: -0.078 -0.757 1.581  0.48

The total energy comes out at -345.71586 hartree. Its max |F| is 0.51 eV/Å. The frontier orbital gap comes out at 10.20 eV. The structure (SMILES) is OC=C=CCCO. The energy relative to the best compared isomer or geometry (same formula, charge and spin) is 2.424 eV.

***

4.
ORCA calculation (ωB97M-V with the def2-TZVPD basis set) on one molecule with the formula C5H8O2.

Last column: natural (NBO) charge in e.
CARTESIAN COORDINATES (ANGSTROEM)
O: 1.591 -1.528 0.132  -0.67
C: 0.892 -0.452 -0.301  0.38
C: 0.306 0.380 0.779  -0.32
C: -0.767 -0.538 1.427  -0.47
C: -1.653 -0.233 0.199  -0.08
O: -0.674 -0.988 -0.803  -0.62
C: -0.872 1.117 0.109  -0.47
H: 1.914 -2.055 -0.612  0.49
H: 1.359 0.071 -1.149  0.17
H: -0.975 -0.616 -1.650  0.51
H: 1.022 0.928 1.395  0.23
H: -0.502 -1.588 1.594  0.22
H: -1.156 -0.100 2.347  0.22
H: -0.712 1.540 -0.898  0.18
H: -1.282 1.892 0.758  0.22

The total energy comes out at -345.61594 hartree. Its max |F| is 0.84 eV/Å. The frontier orbital gap comes out at 7.32 eV. The energy relative to the best compared isomer or geometry (same formula, charge and spin) is 5.144 eV.

***

5.
ORCA calculation (ωB97M-V with the def2-TZVPD basis set) on one molecule with the formula C5H8O2 at a distorted geometry.

Last column: natural (NBO) charge in e.
CARTESIAN COORDINATES (ANGSTROEM)
C: -2.066 -0.156 -0.839  -0.61
C: -0.876 -0.550 0.066  -0.40
C: 0.475 0.245 -0.083  -0.37
C: 1.010 0.551 1.259  0.38
O: 1.084 -0.313 2.109  -0.53
C: 2.150 -0.087 -0.333  0.42
O: 2.776 0.747 -0.924  -0.50
H: -2.413 0.877 -0.701  0.21
H: -2.932 -0.793 -0.602  0.22
H: -1.860 -0.294 -1.903  0.21
H: -0.696 -1.617 -0.022  0.22
H: -1.212 -0.409 1.105  0.22
H: 0.365 1.096 -0.759  0.23
H: 1.485 1.537 1.336  0.14
H: 2.708 -0.836 0.289  0.16

The total energy comes out at -345.71316 hartree. Its max |F| is 1.06 eV/Å. The frontier orbital gap comes out at 9.60 eV. The structure (SMILES) is CCC(C=O)C=O. The energy relative to the best compared isomer or geometry (same formula, charge and spin) is 2.498 eV.

***

6.
ORCA calculation (ωB97M-V with the def2-TZVPD basis set) on C5H8O2 as an isolated structure.

Last column: natural (NBO) charge in e.
CARTESIAN COORDINATES (ANGSTROEM)
C: -0.934 1.278 -0.406  -0.63
C: -0.105 0.128 0.122  0.25
C: -0.914 -0.918 0.869  -0.63
C: 0.916 -0.421 -0.880  -0.55
C: 1.906 -0.174 0.249  0.80
O: 3.040 -0.431 0.515  -0.54
O: 1.010 0.536 1.001  -0.50
H: -0.295 2.085 -0.776  0.22
H: -1.525 0.904 -1.252  0.22
H: -1.625 1.680 0.340  0.22
H: -0.268 -1.731 1.217  0.22
H: -1.386 -0.465 1.748  0.23
H: -1.695 -1.341 0.229  0.22
H: 0.769 -1.422 -1.286  0.24
H: 1.106 0.292 -1.690  0.24

The total energy comes out at -345.79725 hartree. Its max |F| is 0.63 eV/Å. The frontier orbital gap comes out at 11.17 eV. The energy relative to the best compared isomer or geometry (same formula, charge and spin) is 0.210 eV.

***

7.
ORCA calculation (ωB97M-V with the def2-TZVPD basis set) on C5H8O2 as an isolated structure.

Last column: natural (NBO) charge in e.
CARTESIAN COORDINATES (ANGSTROEM)
C: -1.354 1.178 -0.321  -0.61
C: -0.250 0.202 -0.038  -0.13
C: -0.048 -0.460 1.319  -0.06
O: 1.392 -0.437 1.190  -0.53
C: 1.270 0.288 -0.031  0.06
C: 0.576 -0.562 -1.039  0.07
O: 0.657 -1.947 -1.071  -0.69
H: -1.398 1.956 0.450  0.21
H: -1.227 1.667 -1.292  0.22
H: -2.323 0.664 -0.334  0.22
H: -0.434 -1.477 1.468  0.17
H: -0.363 0.186 2.147  0.18
H: 1.958 1.109 -0.221  0.20
H: 0.614 -0.140 -2.041  0.20
H: 0.930 -2.227 -0.184  0.47

The total energy comes out at -345.71048 hartree. Its max |F| is 0.37 eV/Å. The frontier orbital gap comes out at 10.14 eV. The energy relative to the best compared isomer or geometry (same formula, charge and spin) is 2.571 eV.

***

8.
ORCA calculation (ωB97M-V with the def2-TZVPD basis set) on one molecule with the formula C5H8O2.

Last column: natural (NBO) charge in e.
CARTESIAN COORDINATES (ANGSTROEM)
C: -1.940 -0.179 -0.621  -0.69
C: -0.742 0.436 0.045  0.05
O: 0.131 0.679 1.849  -0.58
C: 1.259 0.537 1.222  0.15
C: 1.443 -0.825 0.704  -0.46
C: 0.586 -0.041 -0.258  0.17
O: 0.913 -0.249 -1.583  -0.67
H: -1.729 -1.174 -1.021  0.22
H: -2.760 -0.250 0.105  0.25
H: -2.316 0.452 -1.436  0.23
H: -0.879 1.457 0.377  0.22
H: 2.017 1.323 1.191  0.19
H: 2.397 -1.049 0.229  0.23
H: 0.997 -1.640 1.275  0.22
H: 0.676 0.537 -2.092  0.48

The total energy comes out at -345.64283 hartree. Its max |F| is 0.54 eV/Å. The frontier orbital gap (spin up / spin down) comes out at 8.52 / 8.52 eV. The energy relative to the best compared isomer or geometry (same formula, charge and spin) is 4.412 eV.

***

9.
ORCA calculation (ωB97M-V with the def2-TZVPD basis set) on one molecule with the formula C5H8O2.

Last column: natural (NBO) charge in e.
CARTESIAN COORDINATES (ANGSTROEM)
C: 0.811 -1.098 0.085  -0.89
C: -0.112 0.044 0.317  0.20
C: 0.238 1.436 0.728  -0.44
C: -0.701 0.599 1.573  -0.44
O: -1.125 -0.071 -0.741  -0.46
C: -0.643 -0.701 -1.773  0.71
O: 0.445 -0.499 -2.480  -0.67
H: 1.864 -0.843 0.269  0.20
H: 1.141 -0.523 -1.774  0.53
H: 0.549 -1.980 0.677  0.20
H: 1.250 1.611 1.082  0.22
H: -0.204 2.265 0.182  0.22
H: -0.333 0.178 2.504  0.22
H: -1.750 0.884 1.576  0.22
H: -1.443 -1.139 -2.374  0.17

The total energy comes out at -345.61647 hartree. Its max |F| is 0.34 eV/Å. The frontier orbital gap (spin up / spin down) comes out at 7.24 / 7.25 eV. The energy relative to the best compared isomer or geometry (same formula, charge and spin) is 5.129 eV.

***

10.
ORCA calculation (ωB97M-V with the def2-TZVPD basis set) on a 2-piece molecular cluster, C5H8O2 overall.

Last column: natural (NBO) charge in e.
CARTESIAN COORDINATES (ANGSTROEM)
C: -1.327 0.577 0.990  -0.43
C: -0.105 0.284 0.561  0.04
C: 0.888 -0.818 0.902  -0.57
C: 1.940 0.033 0.176  0.63
O: 3.137 -0.004 0.114  -0.50
C: 0.874 1.003 -0.354  -0.58
H: -1.848 1.467 0.646  0.21
H: -1.855 -0.055 1.700  0.21
H: 1.074 -1.020 1.961  0.24
H: 0.699 -1.764 0.379  0.25
H: 1.051 2.067 -0.171  0.24
H: 0.662 0.837 -1.418  0.26
O: -1.423 -1.082 -1.962  -0.95
H: -2.135 -0.683 -2.477  0.47
H: -1.632 -0.841 -1.047  0.48

The total energy comes out at -345.74367 hartree. Its max |F| is 0.58 eV/Å. The frontier orbital gap comes out at 10.31 eV. The structure (SMILES) is C=C1CC(=O)C1.O. The energy relative to the best compared isomer or geometry (same formula, charge and spin) is 1.668 eV.

***

11.
ORCA calculation (ωB97M-V with the def2-TZVPD basis set) on C5H8O2 as an isolated structure at a distorted geometry.

Last column: natural (NBO) charge in e.
CARTESIAN COORDINATES (ANGSTROEM)
C: 1.591 0.852 -1.559  -0.60
C: 0.670 0.963 -0.349  -0.39
C: -0.177 -0.288 -0.163  -0.51
C: -1.086 -0.200 1.032  0.43
O: -1.144 0.729 1.818  -0.52
C: -2.077 -1.256 1.178  0.16
O: -1.742 -2.402 1.729  -0.60
H: 2.282 0.007 -1.455  0.20
H: 2.190 1.760 -1.681  0.21
H: 1.018 0.702 -2.481  0.20
H: 0.006 1.829 -0.450  0.21
H: 1.252 1.136 0.563  0.21
H: -0.787 -0.498 -1.054  0.23
H: 0.448 -1.183 -0.018  0.23
H: -2.739 -2.465 1.548  0.55

The total energy comes out at -345.66157 hartree. Its max |F| is 2.66 eV/Å. The frontier orbital gap comes out at 9.16 eV. The energy relative to the best compared isomer or geometry (same formula, charge and spin) is 3.902 eV.

***

12.
ORCA calculation (ωB97M-V with the def2-TZVPD basis set) on one molecule with the formula C5H8O2.

Last column: natural (NBO) charge in e.
CARTESIAN COORDINATES (ANGSTROEM)
C: -0.234 -0.269 1.566  -0.66
C: -1.493 -0.202 -0.875  0.31
C: -0.456 0.888 -0.620  -0.60
C: 0.520 0.106 0.255  0.22
O: 1.784 0.664 0.511  -0.70
C: 0.639 -1.130 -0.622  -0.11
O: -0.772 -1.305 -0.968  -0.48
H: -0.850 0.561 1.934  0.21
H: 0.522 -0.519 2.307  0.23
H: -0.921 -1.123 1.474  0.23
H: -0.081 1.102 -1.638  0.24
H: -0.805 1.828 -0.182  0.22
H: 1.669 1.590 0.753  0.47
H: 1.227 -0.975 -1.539  0.20
H: 0.991 -2.028 -0.113  0.20

The total energy comes out at -345.68682 hartree. Its max |F| is 0.73 eV/Å. The frontier orbital gap comes out at 9.25 eV. The energy relative to the best compared isomer or geometry (same formula, charge and spin) is 3.215 eV.

***

What is the energy relative to the best compared isomer or geometry (same formula, charge and spin) in the fifth record? 2.498 eV

***

Which value of energy relative to the best compared isomer or geometry (same formula, charge and spin) does entry 12 give? 3.215 eV

***

max |F| of number 10 (C5H8O2)? 0.58 eV/Å

***

Please write out number 7 again, unchanged.
ORCA calculation (ωB97M-V with the def2-TZVPD basis set) on C5H8O2 as an isolated structure.

Last column: natural (NBO) charge in e.
CARTESIAN COORDINATES (ANGSTROEM)
C: -1.354 1.178 -0.321  -0.61
C: -0.250 0.202 -0.038  -0.13
C: -0.048 -0.460 1.319  -0.06
O: 1.392 -0.437 1.190  -0.53
C: 1.270 0.288 -0.031  0.06
C: 0.576 -0.562 -1.039  0.07
O: 0.657 -1.947 -1.071  -0.69
H: -1.398 1.956 0.450  0.21
H: -1.227 1.667 -1.292  0.22
H: -2.323 0.664 -0.334  0.22
H: -0.434 -1.477 1.468  0.17
H: -0.363 0.186 2.147  0.18
H: 1.958 1.109 -0.221  0.20
H: 0.614 -0.140 -2.041  0.20
H: 0.930 -2.227 -0.184  0.47

The total energy comes out at -345.71048 hartree. Its max |F| is 0.37 eV/Å. The frontier orbital gap comes out at 10.14 eV. The energy relative to the best compared isomer or geometry (same formula, charge and spin) is 2.571 eV.